No. 1
{
  "formula": "C4H8O2",
  "method": "ωB97M-V with the def2-TZVPD basis set",
  "elements": ["C", "C", "O", "C", "C", "O", "H", "H", "H", "H", "H", "H", "H", "H"],
  "coordinates": [[2.23, 0.24, -0.27], [1.03, -0.62, -0.10], [0.25, -0.05, 0.94], [-0.98, -0.35, 0.50], [-1.84, 0.63, 0.28], [-3.03, 0.28, -0.23], [1.89, 1.20, -0.66], [2.91, -0.25, -0.97], [2.73, 0.45, 0.68], [1.29, -1.67, 0.20], [-1.24, -1.41, 0.39], [0.25, -0.34, -1.01], [-1.58, 1.69, 0.20], [-3.92, 0.21, 0.06]],
  "mol_weight_g_mol": 88.1,
  "homo_energy_ev": -8.57,
  "e_lumo_ev": 0.9,
  "smiles": "CCO/C=C/O",
  "e_tot_ev": -8369.7318,
  "charge": 0,
  "de_lowest_kcal_mol": 81.9
}

No. 2
{
  "formula": "C4H8O2",
  "method": "ωB97M-V with the def2-TZVPD basis set",
  "elements": ["C", "C", "C", "H", "H", "H", "H", "H", "H", "O", "C", "O", "H", "H"],
  "coordinates": [[0.21, 1.82, 0.62], [-0.77, 0.74, 0.25], [-1.13, 0.42, -1.00], [1.13, 1.55, 0.09], [-0.15, 2.84, 0.46], [0.44, 2.03, 1.66], [-1.18, 0.20, 1.10], [-2.18, 0.06, -1.08], [-0.54, 0.28, -1.89], [0.36, -3.20, 0.04], [0.63, -2.07, 0.31], [1.40, -1.29, -0.49], [0.32, -1.53, 1.20], [1.48, -1.84, -1.28]],
  "mol_weight_g_mol": 88.1,
  "homo_energy_ev": -8.98,
  "e_lumo_ev": 0.8,
  "smiles": "C=CC.O=CO",
  "e_tot_ev": -8370.7234,
  "charge": 0,
  "de_lowest_kcal_mol": 59.0
}

No. 3
{
  "formula": "C4H8O2",
  "method": "ωB97M-V with the def2-TZVPD basis set",
  "elements": ["C", "C", "O", "C", "C", "O", "H", "H", "H", "H", "H", "H", "H", "H"],
  "coordinates": [[-0.39, 1.28, -0.76], [0.74, 1.19, 0.27], [0.20, 0.36, 1.28], [-0.61, -0.56, 0.60], [0.13, -1.74, 0.00], [-1.21, 0.15, -0.49], [-1.00, 2.18, -0.64], [0.00, 1.26, -1.79], [1.65, 0.73, -0.15], [1.01, 2.16, 0.72], [-1.35, -0.90, 1.33], [0.66, -2.32, 0.76], [-0.61, -2.37, -0.51], [0.84, -1.38, -0.76]],
  "mol_weight_g_mol": 88.1,
  "homo_energy_ev": -9.87,
  "e_lumo_ev": 1.0,
  "smiles": "CC1OCCO1",
  "e_tot_ev": -8371.9925,
  "charge": 0,
  "de_lowest_kcal_mol": 29.7
}

No. 4
{
  "formula": "C4H8O2",
  "method": "ωB97M-V with the def2-TZVPD basis set",
  "elements": ["O", "C", "C", "C", "O", "C", "H", "H", "H", "H", "H", "H", "H", "H"],
  "coordinates": [[-0.38, -1.11, -1.58], [-0.61, -0.76, -0.23], [0.68, -0.69, 0.61], [1.04, 0.79, 0.50], [-0.21, 1.45, 0.59], [-1.16, 0.67, -0.10], [0.26, -0.47, -1.95], [-1.30, -1.52, 0.14], [1.44, -1.38, 0.23], [0.46, -0.93, 1.65], [1.53, 1.01, -0.46], [1.68, 1.15, 1.30], [-2.11, 0.75, 0.44], [-1.32, 1.04, -1.13]],
  "mol_weight_g_mol": 88.1,
  "homo_energy_ev": -9.97,
  "e_lumo_ev": 0.9,
  "smiles": "O[C@H]1CCOC1",
  "e_tot_ev": -8372.0462,
  "charge": 0,
  "de_lowest_kcal_mol": 28.5
}

No. 5
{
  "formula": "C4H8O2",
  "method": "ωB97M-V with the def2-TZVPD basis set",
  "elements": ["C", "C", "O", "C", "C", "O", "H", "H", "H", "H", "H", "H", "H", "H"],
  "coordinates": [[-0.45, -0.43, 1.46], [0.19, 0.26, 0.27], [1.26, -0.62, -0.21], [2.37, -0.16, -0.69], [-0.73, 0.50, -0.92], [-1.55, -0.60, -1.21], [-0.88, -1.40, 1.18], [0.29, -0.59, 2.25], [-1.27, 0.18, 1.88], [0.68, 1.19, 0.56], [-0.07, 0.76, -1.78], [2.29, 0.97, -0.64], [-1.38, 1.36, -0.76], [-0.98, -1.36, -1.37]],
  "mol_weight_g_mol": 88.1,
  "homo_energy_ev": -8.69,
  "e_lumo_ev": 0.6,
  "e_tot_ev": -8369.2810,
  "charge": 0,
  "de_lowest_kcal_mol": 92.3
}

No. 6
{
  "formula": "C4H8O2",
  "method": "ωB97M-V with the def2-TZVPD basis set",
  "elements": ["C", "C", "O", "C", "C", "O", "H", "H", "H", "H", "H", "H", "H", "H"],
  "coordinates": [[0.17, -1.77, 0.01], [-0.71, 0.03, -0.94], [-1.63, 0.47, -0.04], [-0.69, 1.34, 0.64], [0.32, 1.09, -0.50], [1.65, 0.83, -0.23], [0.12, -1.41, 1.04], [-0.43, -2.69, -0.07], [1.19, -1.95, -0.33], [-0.51, -1.13, -1.06], [-0.38, 0.91, 1.60], [-1.10, 2.35, 0.79], [0.31, 1.91, -1.23], [1.70, 0.04, 0.32]],
  "mol_weight_g_mol": 88.1,
  "homo_energy_ev": -7.93,
  "e_lumo_ev": 0.7,
  "e_tot_ev": -8367.4803,
  "charge": 0,
  "de_lowest_kcal_mol": 133.8
}

No. 7
{
  "formula": "C4H8O2",
  "method": "ωB97M-V with the def2-TZVPD basis set",
  "elements": ["C", "O", "C", "C", "C", "O", "H", "H", "H", "H", "H", "H", "H", "H"],
  "coordinates": [[0.26, -1.25, -0.30], [-0.99, -0.86, -0.83], [-1.27, 0.47, -0.40], [0.10, 1.13, -0.32], [0.93, 0.00, 0.30], [0.84, 0.04, 1.72], [0.86, -1.69, -1.10], [0.13, -2.03, 0.47], [0.25, -0.67, 1.99], [-1.75, 0.47, 0.59], [-1.95, 0.92, -1.12], [0.13, 2.04, 0.29], [0.46, 1.36, -1.33], [1.99, 0.07, 0.04]],
  "mol_weight_g_mol": 88.1,
  "homo_energy_ev": -9.90,
  "e_lumo_ev": 0.9,
  "smiles": "O[C@@H]1CCOC1",
  "e_tot_ev": -8372.0331,
  "charge": 0,
  "de_lowest_kcal_mol": 28.8
}

No. 8
{
  "formula": "C4H8O2",
  "method": "ωB97M-V with the def2-TZVPD basis set",
  "elements": ["O", "C", "C", "C", "O", "C", "H", "H", "H", "H", "H", "H", "H", "H"],
  "coordinates": [[1.41, -1.29, -0.89], [0.22, -0.95, -0.22], [0.46, -0.03, 1.01], [-0.42, 1.19, 0.74], [-0.59, 1.23, -0.67], [-0.75, -0.12, -1.08], [1.83, -0.46, -1.16], [-0.24, -1.90, 0.07], [1.52, 0.25, 1.02], [0.23, -0.53, 1.95], [0.03, 2.14, 1.04], [-1.40, 1.09, 1.24], [-1.79, -0.45, -0.92], [-0.51, -0.19, -2.14]],
  "mol_weight_g_mol": 88.1,
  "homo_energy_ev": -9.74,
  "e_lumo_ev": 1.0,
  "smiles": "O[C@H]1CCOC1",
  "e_tot_ev": -8372.0686,
  "charge": 0,
  "de_lowest_kcal_mol": 28.0
}

No. 9
{
  "formula": "C4H8O2",
  "method": "ωB97M-V with the def2-TZVPD basis set",
  "elements": ["C", "C", "C", "O", "C", "O", "H", "H", "H", "H", "H", "H", "H", "H"],
  "coordinates": [[0.90, -0.23, -1.59], [0.40, -0.13, -0.16], [-0.34, 1.16, 0.27], [-1.23, 0.68, 1.28], [-0.95, -0.70, 1.39], [-0.58, -1.12, 0.11], [1.80, 0.37, -1.73], [1.13, -1.27, -1.83], [0.14, 0.12, -2.30], [1.17, -0.30, 0.63], [0.36, 1.90, 0.69], [-0.92, 1.63, -0.53], [-0.05, -0.84, 2.04], [-1.83, -1.24, 1.73]],
  "mol_weight_g_mol": 88.1,
  "homo_energy_ev": -10.01,
  "e_lumo_ev": 1.1,
  "smiles": "C[C@H]1COCO1",
  "e_tot_ev": -8371.8154,
  "charge": 0,
  "de_lowest_kcal_mol": 33.8
}